C21H33N3O3S | ωB97M-V with the def2-TZVPD basis set

Bonds (Å) are listed after each position.
CARTESIAN COORDINATES (ANGSTROEM)
1 C -0.81366 4.77719 -2.41279  H2 1.081, H3 1.083, H4 1.081, S5 1.807
2 H -1.09399 4.51194 -1.40261  C1 1.081
3 H -1.69134 4.92912 -3.02796  C1 1.083
4 H -0.17935 5.65267 -2.42701  C1 1.081
5 S 0.13053 3.39982 -3.10270  C1 1.807, O6 1.442, O7 1.431, N8 1.668
6 O -0.69202 2.22015 -2.99158  S5 1.442
7 O 0.59087 3.77417 -4.40518  S5 1.431
8 N 1.40066 3.32455 -2.02349  S5 1.668, C9 1.446, C14 1.447
9 C 1.42606 2.19408 -1.12222  N8 1.446, H10 1.095, C11 1.546, H61 1.089
10 H 1.87083 2.52902 -0.17975  C9 1.095
11 C 2.21560 0.99280 -1.69080  C9 1.546, C12 1.532, C21 1.532, H60 1.095
12 C 2.55920 1.25978 -3.16001  C11 1.532, C13 1.528, H19 1.091, H20 1.092
13 C 3.39526 2.53324 -3.27848  C12 1.528, C14 1.542, H17 1.089, H18 1.091
14 C 2.69688 3.69783 -2.54696  N8 1.447, C13 1.542, H15 1.094, H16 1.089
15 H 3.29700 4.04564 -1.70099  C14 1.094
16 H 2.52915 4.53409 -3.22406  C14 1.089
17 H 3.52192 2.77923 -4.33220  C13 1.089
18 H 4.38197 2.36255 -2.84511  C13 1.091
19 H 3.11270 0.41271 -3.56781  C12 1.091
20 H 1.64386 1.37783 -3.74369  C12 1.092
21 C 1.46211 -0.33323 -1.55006  C11 1.532, O22 1.218, N23 1.341
22 O 1.93593 -1.27533 -0.94011  C21 1.218
23 N 0.26974 -0.36274 -2.16262  C21 1.341, H24 1.014, C25 1.444
24 H -0.09282 0.46790 -2.61644  N23 1.014
25 C -0.58460 -1.52633 -2.17715  N23 1.444, H26 1.098, H27 1.091, C28 1.544
26 H -0.51663 -2.00683 -3.16166  C25 1.098
27 H -0.20613 -2.22579 -1.43030  C25 1.091
28 C -2.06375 -1.16252 -1.92744  C25 1.544, N29 1.437, H58 1.096, H59 1.095
29 N -2.51940 -0.91799 -0.58724  C28 1.437, C30 1.443, C34 1.445
30 C -2.11737 0.29967 0.07547  N29 1.443, C31 1.535, H56 1.093, H57 1.100
31 C -0.89168 0.15537 0.98882  C30 1.535, C32 1.528, H54 1.089, H55 1.093
32 C -1.10369 -0.97355 1.99711  C31 1.528, C33 1.527, C39 1.537, H53 1.097
33 C -1.41061 -2.25508 1.22532  C32 1.527, C34 1.534, H37 1.091, H38 1.092
34 C -2.62818 -2.04003 0.31738  N29 1.445, C33 1.534, H35 1.092, H36 1.099
35 H -2.82658 -2.94062 -0.26692  C34 1.092
36 H -3.50137 -1.85467 0.95850  C34 1.099
37 H -0.53548 -2.52960 0.63484  C33 1.091
38 H -1.62147 -3.07237 1.91774  C33 1.092
39 C 0.13844 -1.13949 2.88746  C32 1.537, C40 1.501, H51 1.093, H52 1.092
40 C -0.07531 -2.18644 3.94097  C39 1.501, C41 1.390, C45 1.389
41 C -0.84353 -1.90451 5.06447  C40 1.390, C42 1.383, H50 1.081
42 C -1.07721 -2.87283 6.02377  C41 1.383, C43 1.385, H49 1.081
43 C -0.54441 -4.14193 5.87299  C42 1.385, C44 1.384, H48 1.080
44 C 0.22427 -4.43333 4.75945  C43 1.384, C45 1.384, H47 1.081
45 C 0.45575 -3.46219 3.80112  C40 1.389, C44 1.384, H46 1.081
46 H 1.05761 -3.69413 2.93422  C45 1.081
47 H 0.64498 -5.42102 4.63681  C44 1.081
48 H -0.72594 -4.89922 6.62166  C43 1.080
49 H -1.67542 -2.63754 6.89252  C42 1.081
50 H -1.25892 -0.91401 5.18912  C41 1.081
51 H 0.35705 -0.18013 3.36412  C39 1.093
52 H 0.98785 -1.40856 2.25662  C39 1.092
53 H -1.96459 -0.73124 2.63220  C32 1.097
54 H -0.00440 -0.07320 0.40016  C31 1.089
55 H -0.71935 1.10117 1.50910  C31 1.093
56 H -1.94057 1.06444 -0.68491  C30 1.093
57 H -2.96573 0.62573 0.69455  C30 1.100
58 H -2.28572 -0.26649 -2.51759  C28 1.096
59 H -2.67328 -1.98178 -2.32224  C28 1.095
60 H 3.15110 0.87384 -1.13481  C11 1.095
61 H 0.38719 1.92821 -0.93160  C9 1.089

Values from the calculation:
Multiplicity   1
E_HOMO   -7.822 eV
Molar mass   407.58 g mol⁻¹
F_max   1.3 eV Å⁻¹
Structure (SMILES)   CS(=O)(=O)N1CCC[C@H](C(=O)NCCN2CCC(Cc3ccccc3)CC2)C1
HOMO-LUMO gap   8.25 eV
Energy relative to the best compared isomer or geometry (same formula, charge and spin)   0.715 eV
Electronic energy   -43761.29204 eV